C22H40B11Br6GeN4OSTi | ωB97M-V with the def2-TZVPD basis set

Largest force on an atom (eV/A): 0.4
Total charge: +3
Total energy (Eh): -20198.1889

XYZ file:
```
87
Properties=species:S:1:pos:R:3:lowdin_charge:R:1
Ti 1.6923 -1.1583 -0.0266 0.570
O 2.3809 -0.3972 1.3667 -0.244
C 3.5028 0.2250 1.8387 -0.251
C 3.8404 0.1187 3.1748 0.039
C 4.9713 0.7894 3.6123 -0.006
C 5.7337 1.5523 2.7288 -0.023
C 5.3665 1.6627 1.4007 0.005
C 4.2297 0.9983 0.9326 -0.086
C 3.7343 1.1095 -0.4299 -0.221
N 2.7740 0.3478 -0.9911 -0.057
C 2.6275 0.7808 -2.3063 -0.113
C 3.4883 1.7972 -2.5271 -0.013
N 4.1736 1.9830 -1.3445 0.163
H 3.2293 -0.4744 3.8416 0.138
H 5.2632 0.7180 4.6512 0.132
H 6.6165 2.0644 3.0848 0.129
H 5.9751 2.2603 0.7333 0.123
H 1.9267 0.3245 -2.9832 0.112
H 3.6731 2.3978 -3.4007 0.140
H 4.8813 2.6843 -1.1845 0.178
Br -0.4531 -0.6224 3.1820 0.902
B -1.3831 -2.1182 2.3363 -0.862
B -2.8504 -2.8894 2.9676 -0.221
C -2.7869 -4.4694 2.3455 0.075
B -1.3275 -3.8032 2.8991 -0.216
B -1.4083 -4.8842 1.4646 -0.227
B -2.9733 -4.6227 0.6582 -0.206
B -3.8650 -3.3938 1.5871 -0.216
B -2.9745 -1.8712 1.5301 -0.886
Br -3.8997 -0.1733 1.5672 0.956
B -3.0457 -2.9427 0.0762 -0.894
Br -3.9179 -2.3550 -1.5452 0.913
B -1.5120 -3.8813 0.0019 -0.892
Br -0.6918 -4.3722 -1.6841 0.898
B -0.5295 -3.3704 1.4057 -0.788
Br 1.4757 -3.4245 1.2447 0.993
B -1.5278 -2.2087 0.5779 -0.791
Br -0.6925 -0.7466 -0.6555 0.923
H -3.3354 -2.6459 4.0105 0.178
H -3.2250 -5.2469 2.9550 0.203
H -0.7901 -4.1687 3.8799 0.176
H -0.9136 -5.9506 1.5127 0.177
H -3.5360 -5.5369 0.1797 0.179
H -5.0278 -3.4865 1.7306 0.178
C 3.7653 -3.2774 -4.5990 0.006
N 4.5063 -2.8194 -3.4312 -0.125
C 5.9811 -2.8083 -3.4395 -0.054
C 6.3414 -2.3618 -2.0113 -0.071
N 5.0137 -2.0655 -1.4362 0.059
C 4.0358 -2.4228 -2.2732 -0.649
S 2.3375 -2.4652 -1.9116 0.737
H 4.0726 -2.6984 -5.4686 0.111
H 2.6983 -3.1517 -4.4399 0.069
H 3.9814 -4.3307 -4.7747 0.116
H 6.3335 -2.1146 -4.2019 0.140
H 6.3500 -3.8044 -3.6792 0.143
H 6.9684 -1.4742 -1.9966 0.127
H 6.8298 -3.1513 -1.4434 0.135
H 4.8779 -1.9767 -0.4442 0.141
C -3.8070 5.6200 2.9598 -0.083
C -2.7171 4.6553 2.5187 -0.257
C -3.1524 3.7683 1.3583 -0.325
C -2.0265 2.8532 0.7867 -0.308
Ge -2.1444 3.9220 -0.7752 1.195
C -3.1462 3.6011 -2.3918 -0.308
C -3.7974 2.2223 -2.5007 -0.262
C -4.8632 1.9815 -1.4317 -0.278
C -6.0541 2.9290 -1.5158 -0.081
H -3.4682 6.2237 3.7994 0.087
H -4.7037 5.0858 3.2754 0.088
H -4.0844 6.3028 2.1540 0.083
H -2.4351 3.9890 3.3384 0.127
H -1.8117 5.1998 2.2336 0.115
H -3.5921 4.4880 0.5792 0.097
H -4.0388 3.1711 1.5795 0.125
H -2.3376 1.8202 0.6846 -0.022
H -1.1091 2.9468 1.3594 0.076
H -1.3784 5.2411 -0.6966 0.005
H -2.4068 3.8025 -3.1762 0.080
H -3.8823 4.4038 -2.4790 0.081
H -3.0377 1.4357 -2.4572 0.096
H -4.2579 2.1492 -3.4887 0.126
H -4.4013 2.0461 -0.4384 0.043
H -5.2119 0.9506 -1.5146 0.104
H -5.7789 3.9752 -1.3603 0.067
H -6.7980 2.6807 -0.7600 0.085
H -6.5399 2.8588 -2.4898 0.091
```

=====

C22H40B2ClCsF7LiN3O10 | ωB97M-V with the def2-TZVPD basis set

Largest force on an atom (eV/A): 3.7
Total charge: -1
Total energy (Eh): -3015.8693

XYZ file:
```
87
Properties=species:S:1:pos:R:3:lowdin_charge:R:1
N 5.5049 -6.7390 -0.9726 0.194
B 4.1894 -6.1679 -1.0293 -0.612
O 3.8925 -4.9743 -0.4830 0.147
N 3.1078 -7.0256 -1.7476 0.049
O 2.6059 -7.9408 -0.8155 -0.021
H 5.5307 -7.7296 -1.1855 0.083
H 6.1680 -6.2408 -1.5514 0.084
H 3.4632 -4.3788 -1.1158 0.086
H 3.5169 -7.5960 -2.5406 0.040
H 2.3299 -6.4417 -2.0747 0.139
H 1.9304 -7.3911 -0.3647 0.119
O -0.1042 -9.3746 0.1234 -0.979
H 0.7359 -9.6039 -0.2786 -0.160
Cs -1.2727 -8.9231 -1.7017 1.063
F 1.4887 -4.7795 -0.9626 -0.561
C -1.7744 1.0127 -1.8672 -0.082
C -1.8899 -0.4532 -1.4856 -0.254
N -0.8690 -1.2800 -2.1016 -0.187
C -1.1050 -2.7176 -1.9913 -0.233
C -1.1133 -3.3000 -0.5783 -0.100
C 0.5005 -0.9141 -1.8516 -0.223
C 0.9500 -0.9074 -0.3774 -0.125
H -1.7575 1.1317 -2.9537 0.088
H -2.6230 1.5644 -1.4760 0.035
H -0.8813 1.4790 -1.4569 0.048
H -2.8636 -0.8226 -1.8179 0.118
H -1.8889 -0.5369 -0.3873 0.104
H -0.3523 -3.2388 -2.5859 0.108
H -2.0631 -2.9479 -2.4702 0.109
H -0.1159 -3.3431 -0.1543 0.017
H -1.4311 -4.3324 -0.5960 0.068
H -1.7754 -2.7379 0.0884 0.069
H 0.6997 0.0712 -2.2834 0.109
H 1.1484 -1.6001 -2.3992 0.122
H 0.2445 -0.3701 0.2704 0.078
H 1.9378 -0.4033 -0.3000 0.035
H 1.0685 -1.9308 -0.0100 0.045
C 2.1191 5.0675 -1.3715 -0.164
C 3.0977 3.9274 -1.1027 -0.164
C 2.1486 2.8289 -0.6445 -0.220
O 0.9215 3.0340 -1.3263 -0.156
C 0.9229 4.3266 -1.9468 -0.198
H 2.5058 5.8296 -2.0475 0.111
H 1.8413 5.5481 -0.4328 0.109
H 3.6034 3.6326 -2.0259 0.111
H 3.8588 4.1659 -0.3600 0.109
H 1.9636 2.8960 0.4378 0.119
H 2.5226 1.8252 -0.8770 0.096
H 1.0292 4.2001 -3.0315 0.118
H -0.0189 4.8259 -1.7412 0.106
C -4.9189 2.5964 -2.5817 -0.060
C -6.3226 3.0628 -2.2705 -0.184
O -6.5035 4.4596 -2.5955 0.039
C -6.7360 4.7382 -3.8659 -0.407
O -6.8168 3.9619 -4.7738 0.165
C -6.9450 6.2559 -4.0299 -0.543
F -6.0182 6.9551 -3.3667 0.168
F -8.1512 6.6085 -3.5538 0.159
F -6.8896 6.6055 -5.3144 0.166
H -4.1864 3.2246 -2.0743 0.086
H -4.7831 1.5666 -2.2565 0.079
H -4.7125 2.6510 -3.6508 0.082
H -6.5171 2.9862 -1.2033 0.127
H -7.0723 2.4643 -2.7870 0.124
Li 2.2393 -0.6558 1.7765 0.862
Cl 2.6572 -9.4539 -3.7283 -0.561
B -0.7429 3.5210 3.6547 -1.053
O -0.1772 4.5049 2.6771 0.213
C -0.7627 4.3370 1.5116 -0.398
O -0.5270 4.9488 0.5031 0.121
C -1.7908 3.1996 1.6396 -0.405
O -2.4972 2.7890 0.7571 0.121
O -1.7573 2.7470 2.8751 0.211
F -1.3384 4.1760 4.7167 0.155
F 0.2607 2.6648 4.1028 0.127
F 2.4241 1.6670 5.2436 0.065
C 2.7713 0.7865 6.1899 -0.291
C 2.2934 -0.5063 6.1068 -0.025
C 2.6658 -1.4269 7.0762 -0.085
C 3.4946 -1.0408 8.1196 -0.099
C 3.9587 0.2663 8.1886 -0.083
C 3.6027 1.1892 7.2165 -0.011
H 1.6373 -0.7859 5.2917 0.109
H 2.3059 -2.4453 7.0173 0.106
H 3.7787 -1.7581 8.8776 0.100
H 4.6024 0.5694 9.0033 0.104
H 3.9604 2.2093 7.2469 0.120
```

=====

C22H40BCl18F7 | ωB97M-V with the def2-TZVPD basis set

SMILES: CBC(F)(F)C(F)(F)C(F)(F)F.ClCCCl.ClCCCl.ClCCCl.ClCCCl.ClCCCl.ClCCCl.ClCCCl.ClCCCl.ClCCCl
Largest force on an atom (eV/A): 0.4
Total energy (Eh): -9869.6762

XYZ file:
```
88
Properties=species:S:1:pos:R:3:lowdin_charge:R:1
C -2.5701 0.3439 -0.8455 -0.067
B -2.3508 -0.9845 -0.1028 -0.147
C -1.2085 -1.1186 1.0217 -0.391
F -0.6978 0.0719 1.4276 0.089
F -1.7608 -1.6964 2.1305 0.096
C -0.0111 -2.0126 0.6395 -0.388
F 0.6817 -2.3624 1.7332 0.157
F -0.4680 -3.1296 0.0571 0.144
C 0.9981 -1.3486 -0.3258 -0.532
F 1.7219 -0.4071 0.2849 0.168
F 1.8375 -2.2741 -0.8018 0.179
F 0.3436 -0.7917 -1.3510 0.172
H -3.3499 0.9258 -0.3310 0.055
H -1.6917 0.9864 -0.9075 -0.008
H -2.9387 0.1433 -1.8566 0.078
H -2.9862 -1.9495 -0.3533 0.022
Cl 1.2772 2.2063 -2.9391 0.578
C 1.7790 3.4169 -1.7229 -0.644
C 1.4171 2.9839 -0.3281 -0.664
Cl -0.3460 2.9721 -0.0710 0.600
H 1.3035 4.3591 -1.9831 0.072
H 2.8592 3.5249 -1.8032 0.062
H 1.8428 3.6826 0.3876 -0.016
H 1.7861 1.9827 -0.1162 0.055
Cl 6.9631 4.1568 2.6549 0.553
C 5.3887 4.6975 3.3003 -0.652
C 4.2329 4.1210 2.5284 -0.651
Cl 4.1424 4.7790 0.8691 0.571
H 5.3811 5.7841 3.2742 0.071
H 5.3357 4.3659 4.3356 0.075
H 3.2975 4.3795 3.0216 -0.006
H 4.3072 3.0395 2.4474 0.076
Cl 1.6434 4.5676 5.0130 0.572
C 0.9170 6.1729 4.7194 -0.641
C -0.1529 6.1317 3.6597 -0.648
Cl 0.5043 5.8051 2.0357 0.561
H 1.7195 6.8526 4.4443 0.069
H 0.4819 6.4970 5.6629 0.073
H -0.6458 7.1013 3.6133 0.075
H -0.8939 5.3655 3.8730 0.072
Cl -1.9233 -5.9121 -1.5302 0.553
C -3.4348 -5.6983 -0.6086 -0.673
C -4.5617 -5.2025 -1.4788 -0.669
Cl -4.2628 -3.5271 -2.0256 0.576
H -3.2306 -5.0049 0.2040 0.069
H -3.6881 -6.6711 -0.1902 0.036
H -5.4948 -5.1898 -0.9210 0.021
H -4.6856 -5.8239 -2.3621 0.071
Cl 0.5925 0.5896 -9.1367 0.531
C 1.0867 1.7936 -7.9167 -0.666
C 0.7348 1.3673 -6.5151 -0.683
Cl -1.0257 1.3544 -6.2354 0.532
H 0.6086 2.7354 -8.1730 0.067
H 2.1664 1.9060 -7.9997 0.072
H 1.1646 2.0700 -5.8033 0.026
H 1.1094 0.3697 -6.2997 0.070
Cl -5.2639 -0.3889 1.0719 0.635
C -6.9358 -0.9663 1.3013 -0.634
C -7.6596 -1.1002 -0.0149 -0.662
Cl -7.9679 0.4828 -0.7730 0.544
H -7.4373 -0.2691 1.9671 0.068
H -6.8745 -1.9404 1.7835 0.074
H -8.6272 -1.5715 0.1501 0.073
H -7.0847 -1.6976 -0.7188 0.059
Cl 3.9279 -6.3668 1.9151 0.539
C 3.7905 -4.5929 1.7920 -0.670
C 4.6093 -3.8854 2.8404 -0.667
Cl 3.9661 -4.1281 4.4858 0.533
H 2.7367 -4.3364 1.8673 0.056
H 4.1508 -4.3130 0.8033 0.072
H 4.5943 -2.8140 2.6465 0.070
H 5.6390 -4.2337 2.8368 0.066
Cl 9.9924 5.1702 -2.7671 0.532
C 9.7733 4.6261 -1.0828 -0.667
C 9.1687 5.6951 -0.2104 -0.674
Cl 10.2833 7.0630 0.0522 0.534
H 10.7449 4.3142 -0.7085 0.067
H 9.1073 3.7652 -1.1094 0.072
H 8.9378 5.2783 0.7677 0.030
H 8.2561 6.0923 -0.6473 0.068
Cl -6.3417 -7.3935 0.4239 0.596
C -8.0225 -7.8134 0.8545 -0.644
C -8.8853 -7.9730 -0.3709 -0.661
Cl -9.1275 -6.4209 -1.2151 0.538
H -8.3993 -7.0262 1.5021 0.068
H -7.9879 -8.7480 1.4108 0.074
H -9.8679 -8.3390 -0.0786 0.074
H -8.4415 -8.6675 -1.0793 0.069
```

=====

C22H40BFN3O7 | ωB97M-V with the def2-TZVPD basis set

Largest force on an atom (eV/A): 9.5
Total charge: +1
Total energy (Eh): -1677.3364

XYZ file:
```
74
Properties=species:S:1:pos:R:3:lowdin_charge:R:1
C -4.7793 2.1704 -1.9532 -0.132
C -3.8565 0.8818 -2.4704 -0.249
C -3.0389 0.3555 -1.1426 -0.183
C -1.9635 -0.8484 -1.4250 -0.258
C -2.2261 -1.3428 -3.0031 -0.081
C -0.3928 -0.4332 -1.3505 -0.170
C -0.0080 0.9250 -2.1747 -0.145
C 1.0712 0.8866 -3.4039 -0.025
C 0.4819 1.9340 -4.5656 -0.209
O 0.0696 1.4266 -5.7558 0.027
O 0.4200 3.3959 -4.4128 -0.011
C -0.9451 3.8692 -4.1192 -0.241
C -1.3204 4.9612 -2.9111 -0.010
O -2.0123 3.4432 -4.8383 -0.015
C 0.3006 1.8976 -0.8541 -0.215
N 1.1967 2.9350 -1.4583 0.034
C 0.8040 1.0218 0.4806 -0.175
C 2.4332 0.8946 0.5906 -0.103
C 3.2162 2.0614 1.4113 -0.172
N 2.9217 3.3962 1.4951 0.096
B 0.0101 1.5528 1.8621 -0.307
C -1.5781 2.0943 1.8393 -0.039
O 0.6185 1.5446 3.2198 0.055
N 0.3537 -0.3691 -0.0224 -0.063
C -0.1480 -1.3982 0.9525 -0.127
C 0.9320 -1.9221 2.0707 -0.115
C 0.0322 -2.5982 3.3084 -0.114
F 0.8431 -2.5932 4.5546 -0.121
H -5.6460 1.6968 -1.2894 0.089
H -4.1636 2.9753 -1.3678 0.072
H -5.3145 2.5983 -2.9140 0.090
H -4.6105 0.1090 -2.9212 0.120
H -3.0921 1.3182 -3.2508 0.095
H -3.8702 -0.0841 -0.4070 0.137
H -2.5672 1.3011 -0.6408 0.077
H -2.2909 -1.7640 -0.7722 0.135
H -1.8665 -0.5528 -3.7916 0.095
H -1.4967 -2.2788 -3.1354 0.098
H -3.3064 -1.7577 -3.1767 0.103
H 0.1542 -1.2815 -1.9599 0.164
H -0.9507 1.4441 -2.6702 0.139
H 1.0432 -0.1767 -3.8944 0.139
H 2.1814 1.1093 -3.1076 0.125
H -2.4616 5.3008 -2.9661 0.114
H -0.6648 5.9511 -2.9982 0.108
H -1.1434 4.5307 -1.8365 0.059
H -0.7292 2.4675 -0.7762 0.129
H 2.1908 2.6480 -1.5614 0.084
H 1.0876 3.8867 -1.0440 0.097
H 2.8934 0.8810 -0.5115 0.138
H 2.8084 -0.1381 1.0612 0.132
H 4.2179 1.7364 1.9768 0.140
H 2.0533 3.5273 0.9397 0.017
H -1.8956 2.5099 2.9118 0.103
H -1.6498 3.0434 1.1215 0.085
H -2.3252 1.2392 1.5579 0.069
H 1.4384 0.9733 3.2593 0.094
H 1.2799 -0.8007 -0.3238 0.176
H -0.3853 -2.3680 0.2925 0.166
H -1.2059 -1.1404 1.4435 0.161
H 1.5729 -1.0886 2.5796 0.102
H 1.6208 -2.7871 1.6402 0.142
H -0.3190 -3.6702 2.9933 0.141
H -0.9084 -1.9019 3.5006 0.133
C 3.3476 -5.3687 5.3727 -0.139
C 3.8615 -6.7376 5.0643 -0.135
O 3.4094 -6.9648 3.7429 0.070
C 3.2135 -5.7392 3.1742 -0.518
O 2.9871 -5.5580 1.9894 0.114
O 3.3050 -4.7437 4.1036 0.045
H 4.0053 -4.8205 6.0529 0.141
H 2.3363 -5.3862 5.7922 0.137
H 4.9554 -6.7863 5.0772 0.139
H 3.4639 -7.4946 5.7458 0.141
```

=====

C22H40Cl32NO5P2 | ωB97M-V with the def2-TZVPD basis set

Largest force on an atom (eV/A): 4.3
Total charge: +1
Total energy (Eh): -16701.8273

XYZ file:
```
102
Properties=species:S:1:pos:R:3:lowdin_charge:R:1
O 3.4390 -1.4219 3.9444 0.166
C 3.3496 -1.7896 2.8128 -0.432
O 3.7101 -0.9914 1.7272 0.077
C 2.7421 -3.2383 2.5867 0.003
C 3.3321 -4.5418 3.0374 0.077
C 2.5769 -5.7647 2.7423 -0.018
N 1.3603 -5.7616 2.0858 0.070
C 0.7939 -4.5833 1.6700 -0.382
P -0.8870 -4.5085 0.8171 0.869
P -2.1179 -3.5112 2.3444 0.380
O -1.3745 -2.3247 2.9098 -0.377
O -3.5570 -2.9958 1.7236 -0.209
O -2.2937 -4.5750 3.6202 -0.194
C 1.4491 -3.2867 1.8923 0.017
H 2.9099 -0.7169 1.2351 0.121
H 4.3117 -4.5847 3.6058 0.097
H 3.0101 -6.7264 3.1018 0.090
H 0.8892 -6.6708 1.9277 0.031
H -0.8007 -3.6847 -0.3442 -0.144
H -4.2440 -3.3281 2.3492 0.060
H -2.0429 -4.0853 4.4294 0.088
H 0.9439 -2.3595 1.5416 0.103
C 1.5673 -9.7597 1.2752 -0.947
Cl 0.1828 -8.7488 1.7269 0.568
Cl 3.0771 -9.1345 1.9470 0.562
H 1.4039 -10.7651 1.6541 0.041
H 1.6476 -9.7810 0.1917 0.037
C -1.6149 1.2805 1.8339 -0.983
Cl -2.8970 0.5008 0.9040 0.505
Cl -0.1001 1.3395 0.9158 0.486
H -1.9208 2.2959 2.0740 0.030
H -1.4502 0.7174 2.7491 0.026
C -2.2953 -9.2086 -1.1674 -1.024
Cl -2.8456 -10.4061 0.0092 0.507
Cl -2.2413 -7.5880 -0.4591 0.442
H -1.2979 -9.4785 -1.5045 0.022
H -2.9807 -9.2016 -2.0105 0.030
C 6.6906 -1.3623 3.5429 -1.023
Cl 6.6371 -3.0450 4.0932 0.535
Cl 8.3464 -0.7547 3.4989 0.547
H 6.2701 -1.3046 2.5419 0.015
H 6.1056 -0.7507 4.2245 0.029
C -1.2449 4.6680 -0.7259 -1.001
Cl -2.9461 4.7925 -1.1891 0.540
Cl -0.7297 6.0705 0.2168 0.519
H -1.1102 3.7722 -0.1275 -0.025
H -0.6378 4.6069 -1.6254 0.005
C 9.1387 0.5582 -0.2217 -1.030
Cl 7.8380 -0.2220 -1.1363 0.494
Cl 10.6394 0.5989 -1.1513 0.518
H 8.8416 1.5765 0.0138 0.030
H 9.3078 0.0003 0.6972 -0.008
C -1.0159 -1.5613 -2.7383 -0.971
Cl -1.2129 -3.2961 -3.0245 0.517
Cl -0.7311 -1.2220 -1.0250 0.483
H -0.1670 -1.2029 -3.3143 0.034
H -1.9203 -1.0466 -3.0527 0.030
C 1.6877 8.0055 -2.0836 -1.069
Cl 1.3420 6.5003 -2.9503 0.510
Cl 1.0960 9.4107 -2.9760 0.519
H 1.1980 7.9740 -1.1095 -0.113
H 2.7640 8.0974 -1.9556 0.028
C -5.4407 4.3587 -4.2026 -1.034
Cl -5.2339 2.7166 -4.8263 0.488
Cl -7.1299 4.6823 -3.7976 0.504
H -4.8349 4.4741 -3.3070 -0.029
H -5.1177 5.0672 -4.9605 0.029
C -2.3559 7.7171 3.3706 -1.044
Cl -3.1395 6.2800 4.0426 0.488
Cl -3.4692 9.0875 3.3216 0.510
H -1.5030 7.9772 3.9918 0.027
H -2.0222 7.4971 2.3587 -0.028
C -6.8107 -1.8347 1.0187 -1.035
Cl -6.9904 -3.5727 0.7455 0.516
Cl -6.5799 -1.4720 2.7322 0.530
H -5.9445 -1.4811 0.4668 -0.029
H -7.7054 -1.3279 0.6667 0.035
C -6.3787 -3.0507 -2.9608 -1.017
Cl -5.2128 -1.9850 -2.1640 0.519
Cl -6.2434 -2.9459 -4.7188 0.543
H -6.1876 -4.0749 -2.6525 0.027
H -7.3826 -2.7575 -2.6655 0.029
C 2.4975 9.4324 1.2595 -1.024
Cl 1.0856 8.3882 1.0269 0.534
Cl 2.0947 10.8440 2.2394 0.530
H 3.2770 8.8648 1.7610 0.039
H 2.8499 9.7656 0.2912 -0.062
C -8.5855 -1.9497 -7.4024 -1.048
Cl -9.8341 -2.7463 -8.3661 0.507
Cl -7.0417 -1.8998 -8.2631 0.489
H -8.9014 -0.9323 -7.1880 0.028
H -8.4531 -2.4990 -6.4744 -0.022
C 5.3141 12.6009 0.9169 -0.999
Cl 4.6467 11.2859 -0.0600 0.553
Cl 6.2913 11.9773 2.2492 0.512
H 5.9375 13.2269 0.2844 0.029
H 4.4940 13.1862 1.3244 0.026
C 5.7589 -3.2726 -2.1251 -1.029
Cl 4.9704 -4.6877 -1.4123 0.482
Cl 4.6609 -1.8891 -2.1859 0.487
H 6.6235 -3.0095 -1.5211 0.002
H 6.0743 -3.5165 -3.1359 0.033
```